1.
Entry from OMol25: a 3-piece molecular cluster, C25H44ClF3IN3O10P3 overall (the ωB97M-V functional and the def2-TZVPD basis).

```
90
Properties=species:S:1:pos:R:3:forces:R:3
I -4.7682 1.8250 2.4024 0.4025 -0.0730 -0.4451
Cl -3.6943 2.9920 -3.1970 0.1487 -0.4669 1.1567
P -2.5495 2.7271 -1.4226 0.8248 1.0532 0.3916
P -4.9760 -2.1891 0.6669 -3.6164 4.0940 0.6312
P -5.2546 0.8696 0.1504 -1.8420 -1.0955 -0.5682
F 3.0146 2.5168 -1.2045 -0.6790 -1.7030 0.6916
F 2.5979 1.1667 0.5602 -0.1137 0.5510 -2.0759
F 2.6784 0.3253 -1.4898 -0.5553 1.1856 1.1033
O -4.2562 -6.2846 -0.0743 -0.5586 -1.6708 0.6174
O 0.8164 1.2461 7.8011 0.0914 0.3277 -0.2951
O -5.7477 -3.3368 -0.2630 1.6204 -0.5986 1.4078
O 6.5499 1.4659 -5.6034 0.1811 -0.3940 -0.0418
O -4.8106 -2.5912 2.2931 1.2973 -1.2654 -1.1445
O -3.6624 -5.1659 -0.6343 0.9984 2.0799 0.6121
O -3.3102 3.5316 -0.1299 -0.0660 -1.1094 -1.8361
O -2.4915 -1.0133 5.7482 -0.0691 0.1196 0.2104
O -5.6682 2.0885 -0.9502 1.2083 -0.0595 1.3467
O 2.2732 0.3254 -4.8069 -0.0260 0.1420 -0.0470
N -1.7588 1.9870 6.4514 -0.1708 -0.1161 0.1049
N 0.3541 -3.2271 -1.3768 -1.5001 1.4639 0.3958
N 4.5804 -0.4278 -6.8421 -0.2199 0.1590 -0.0442
C -0.0385 2.3210 8.1885 -0.3112 -0.2465 0.4287
C -3.4804 -1.4194 -0.1145 3.0592 1.0485 -1.6497
C 5.0319 0.8455 -7.4022 0.2447 -0.2802 0.3048
C -0.0240 1.0739 -2.0707 -0.7466 0.1262 0.4300
C -1.4980 1.9954 7.8906 0.3271 0.0400 -0.3498
C -1.1808 -1.1836 6.2639 -0.0414 -0.1715 -0.3324
C -0.6263 -4.0160 -0.7759 -2.1518 0.6556 0.9506
C -1.2097 0.2405 -1.4348 -2.6595 0.1598 0.5674
C -3.2938 -0.0740 6.4561 -0.3346 0.0197 -0.2738
C 0.1946 -1.8762 -1.5810 -1.9936 -0.4844 0.9037
C 7.1759 0.4586 -4.8268 -0.0934 0.2799 0.0795
C -3.6065 0.0514 -0.3885 1.8113 -0.8715 0.0500
C -2.4988 0.8681 -1.0281 0.5827 -2.5026 -0.1415
C 0.7445 1.7614 -0.8588 0.1356 0.0040 -0.2426
C -2.1773 -2.0429 -0.5222 -0.0979 -0.0624 -0.1349
C 2.2132 0.3605 -6.2308 -0.3544 -0.3229 -0.1711
C -3.0420 1.3891 6.0740 0.3403 0.0071 0.0803
C -2.8235 -4.5592 0.3788 0.9492 -1.1599 -0.2841
C 3.1344 -0.6464 -6.9289 0.3223 0.0573 0.1819
C -1.9205 -3.4980 -0.2938 3.1753 0.4363 -1.5654
C -1.0788 -1.2283 -1.1743 0.9083 -0.4193 -0.2114
C 3.3621 1.0418 -4.2370 -0.0872 -0.1020 -0.0051
C 6.4682 1.1536 -6.9935 -0.3100 0.4459 -0.1936
C 1.6074 1.5277 6.6594 -0.0074 -0.2423 0.1946
C 2.2737 1.4403 -0.7721 -0.0874 0.2140 1.0147
H 0.0710 2.4241 9.2719 -0.0137 0.0354 -0.0310
H -0.4953 -0.4768 5.7925 0.1532 0.0559 0.2211
H 7.1516 0.3467 -7.2748 -0.0967 -0.0857 0.1478
H -4.6232 -1.7779 2.8053 -0.2553 -0.3215 -0.4323
H -3.3873 -4.2356 1.2966 0.2941 0.1378 -0.9576
H -1.7129 1.0216 8.3416 0.0060 0.0169 0.2220
H -4.3259 -0.3046 6.1726 0.0462 -0.0070 -0.0166
H -2.1392 2.7426 8.3670 -0.0071 -0.0121 -0.0149
H 1.2395 -3.6512 -1.6614 -0.4434 0.0646 0.1346
H 2.3690 0.7510 6.5800 -0.0641 0.0079 0.0752
H 2.1083 2.4949 6.7507 -0.0350 0.0260 -0.0632
H 3.0737 1.3457 -3.2397 0.0006 0.1131 -0.2561
H -3.2363 -0.2532 7.5347 0.1856 0.0479 0.0027
H -1.0231 1.4750 5.9832 0.0127 0.0470 0.0577
H 0.2639 1.4831 0.1196 0.6813 0.1617 -0.9594
H -1.1462 -1.0899 7.3511 0.0178 0.1233 -0.0214
H 4.2294 0.3875 -4.1343 0.1847 0.1882 -0.0514
H 3.6173 1.9375 -4.8068 0.0741 -0.1187 -0.1299
H -0.8414 -2.1854 5.9955 -0.1096 -0.0183 0.0135
H -6.0978 2.7930 -0.4181 0.2104 -0.3592 -0.5173
H 8.1196 0.1386 -5.2755 -0.0299 -0.0729 -0.0049
H 6.7870 2.0526 -7.5287 0.0021 -0.0472 -0.0180
H -3.1096 1.4644 4.9867 -0.0767 -0.0398 -0.0290
H 1.0455 -1.3289 -2.0575 -0.9629 -0.6536 0.5491
H 0.2650 3.2708 7.7378 -0.0111 -0.1107 -0.1617
H 2.9446 -1.6310 -6.4943 -0.1173 -0.0058 -0.0375
H 4.9685 0.8001 -8.4931 -0.0160 -0.0097 0.0134
H 1.1854 0.0813 -6.4836 0.0385 -0.0095 0.0443
H 7.3869 0.8777 -3.8422 -0.0367 0.0515 -0.0771
H -3.8119 4.2841 -0.5027 0.2416 -0.3127 0.2707
H -4.3456 -6.1729 0.8940 -0.0478 0.4338 -0.4679
H 2.8565 -0.7065 -7.9860 -0.0364 0.0824 0.0303
H 6.5180 -0.4052 -4.6924 0.1162 -0.1735 -0.0218
H 4.4098 1.6775 -7.0569 0.0506 0.1898 -0.1152
H 1.0064 1.5064 5.7454 0.0587 0.1575 -0.1208
H -3.8460 2.0072 6.4877 -0.0038 -0.0697 0.0588
H -6.5852 -3.5790 0.1886 0.5285 0.3474 -0.3447
H 0.6352 2.8757 -0.9572 0.2465 -1.0987 0.1349
H -0.4140 1.9137 -2.7189 0.2431 -1.2312 0.7042
H 2.3399 1.3846 -6.5961 0.1886 0.0069 0.0927
H -0.3816 -5.1075 -0.6540 -0.2237 1.4171 -0.2002
H -2.1525 -5.4131 0.7268 -0.5189 1.1368 -0.2030
H 4.8484 -0.4764 -5.8682 0.0669 0.0195 -0.0604
H 0.6112 0.4419 -2.7432 -0.4773 0.6367 0.7376
```
Positions in Å, forces in eV/Å.

## Properties
HOMO = -9.66 eV
total charge = +1
frontier orbital gap = 4.74 eV
total energy = -3976.71517 hartree



2.
Entry from OMol25: C25H44FHgN2O7PS as an isolated structure (the ωB97M-V functional and the def2-TZVPD basis).

```
82
Properties=species:S:1:pos:R:3:forces:R:3
Hg -0.4380 -4.2311 2.6689 2.9417 2.0227 1.7717
S 0.9672 -2.5711 0.3212 1.1598 -2.2667 -6.4106
P 1.2903 0.5163 -3.3333 0.2424 -4.2098 -3.5758
F -2.0654 -6.4948 0.6475 -0.0778 4.1935 0.7926
O 3.0414 0.4983 -3.6334 -3.5117 2.2705 1.4995
O 0.7680 -0.8612 -3.9888 1.3631 5.2126 2.8377
O 1.7364 -1.3445 1.1937 -1.7627 -1.4487 -0.9098
O 1.1211 -4.0141 0.9438 -0.7965 3.3490 0.7169
O -3.8501 -2.0170 1.2911 0.0114 -0.6104 -0.3138
O 0.5493 1.9353 -4.0278 1.7572 -2.6139 0.9812
O 1.4532 -2.7546 -1.1546 -1.4365 1.7047 6.2762
N -1.7640 -0.7154 5.1904 -0.4807 -1.2273 -0.8247
N 0.5311 -1.9781 3.1096 0.7972 -1.1122 2.1620
C -3.8104 -0.6413 0.8373 -3.3553 2.0392 1.0404
C 0.9073 -0.7507 2.2522 0.4528 0.2869 0.9984
C 2.0065 -0.0095 3.2449 2.8857 -0.0099 0.2168
C 1.4820 1.2088 -6.3676 0.7253 -1.0420 -0.1160
C 1.1367 0.4730 -1.3793 1.1847 2.5739 -0.9892
C -0.7528 6.6110 -0.3366 1.9389 -7.7371 6.3411
C -2.5818 -0.0265 0.0675 -0.3048 0.5747 -1.9712
C -0.3545 0.1817 1.7491 -0.0343 2.0291 0.2790
C 5.2128 1.3758 -2.7441 -1.4683 -1.0302 -0.6798
C -1.0173 -0.3605 0.3099 0.7222 -0.8728 -0.5032
C -0.2176 4.3370 1.6455 -1.2931 0.7498 0.4861
C -0.4927 5.6014 0.6385 -1.4924 6.1372 -6.9005
C -0.6761 2.8685 0.9694 0.6775 2.0031 -0.6657
C -1.4729 0.5017 2.9294 -0.5610 0.1404 0.9686
C 0.2873 1.7267 1.6134 0.2726 1.1336 0.0157
C -2.1619 -4.9882 0.6969 -1.6393 -2.9852 -4.8338
C 4.2278 1.3628 1.6520 -6.7640 -5.9417 4.4153
C 0.2219 1.7365 -5.4609 -0.7556 -1.2070 -2.2060
C -0.8560 -2.0160 0.2387 -2.0852 0.1402 2.0066
C -1.6701 -2.7941 -0.9153 0.7821 -1.5286 -1.6048
C 3.6544 1.7654 -3.2101 2.2164 1.3124 0.6761
C -0.3738 0.2286 -1.0613 -1.8475 0.6666 -1.7398
C 3.3613 0.5304 2.4225 4.1256 6.4776 -5.3528
C -1.5786 -4.4530 -0.7391 0.4277 0.9703 -0.6477
C -2.1916 -0.7194 3.7057 -1.7438 -0.0669 0.9361
H -3.3680 -0.5186 3.7641 2.6415 -0.4346 -0.5119
H 1.4198 1.4957 -7.5092 -0.2103 -0.3259 2.4470
H 0.8713 4.2899 2.0920 -2.0304 0.3742 -1.3545
H -2.7980 -0.2563 -1.0908 0.8091 0.4428 2.5679
H 2.4834 -0.8201 3.9861 -1.1795 1.5826 -1.7472
H 0.4577 -1.6098 4.1058 -0.4225 -0.6220 -1.4265
H 4.8196 1.8916 0.7625 -1.2614 -1.5887 2.6208
H 5.0780 0.4139 -2.0509 0.4807 2.2260 -1.2931
H -2.2364 -4.8798 -1.6394 1.1690 0.6048 2.3794
H -2.6884 1.1646 0.1030 0.1506 -2.7236 0.1970
H 1.5318 0.0166 -6.3318 -0.1746 2.6892 0.0349
H -0.9301 7.2967 -1.2954 0.4899 -1.8089 2.8683
H -2.3643 1.1977 2.5427 2.3653 -1.5891 0.3254
H 2.5388 1.5755 -5.9778 -2.3722 -0.5046 -0.7071
H 1.4678 1.5847 -1.0942 -0.7467 -2.4539 -0.2367
H -0.9848 1.1566 3.8043 -0.8383 -1.6067 -2.0300
H -1.5099 -4.5980 1.5881 -2.8120 -1.2062 -2.2519
H -0.8083 -0.4384 -1.9583 1.0199 1.1413 2.1047
H -1.2952 -2.4008 1.2811 0.8166 0.9895 -2.1382
H -0.4757 -4.7664 -0.9778 -2.1440 0.2815 0.8419
H -0.2108 2.7166 -5.9449 1.0138 -1.6841 1.6274
H -2.0937 -1.7864 3.2125 -0.1139 2.1750 0.8061
H -4.7817 -0.5042 0.1500 2.3472 -0.0026 1.2445
H -1.8133 2.8040 1.2102 2.1407 -0.2162 -0.5959
H -4.0588 0.0450 1.7842 0.6460 -1.4336 -1.9634
H 3.1692 2.2682 -2.2720 0.4496 -1.0772 -1.6906
H -3.2947 -4.6966 0.7483 2.3162 -0.5221 0.7779
H -0.9372 4.4846 2.5864 1.6346 -0.1208 -2.0029
H 1.3749 -2.6244 3.1726 -0.4817 1.8245 -0.2057
H -4.7791 -2.3891 1.3553 1.5145 1.2709 -0.2829
H 3.6530 2.5944 -4.0662 -0.0633 -2.0175 1.6898
H 1.5511 0.7944 3.9603 0.7222 -1.3369 -1.7622
H 5.7610 2.2553 -2.2008 -1.0398 -1.7427 -1.2230
H 1.3084 1.7557 1.0536 -1.9153 -0.2764 0.9246
H 5.7404 0.9932 -3.7198 -0.6857 0.9767 2.0645
H -0.6385 0.9100 -5.4970 1.9346 1.8541 -0.0086
H 1.9916 -0.2291 -1.0710 -1.6204 0.8733 -0.4903
H -0.9431 1.2631 -1.2752 1.4198 -2.2471 0.6370
H -1.1811 -2.5863 -1.9844 -0.9139 -0.3627 2.4035
H -2.8074 -2.5622 -1.0323 2.2998 0.1431 0.8698
H -1.2690 -1.6006 5.4356 -0.6859 0.9420 -0.1434
H 0.5272 2.1992 2.6867 -0.5640 -1.6029 -2.1775
H -0.4977 3.0751 -0.1937 -0.5515 -0.9472 2.5198
H -2.6099 -0.6937 5.8110 1.1718 -0.0150 -0.8816
```
Positions in Å, forces in eV/Å.

## Properties
HOMO = -13.09 eV
total charge = +2
frontier orbital gap = 2.13 eV
total energy = -2606.53356 hartree



3.
Entry from OMol25: C25H44IrOP2 as an isolated structure (the ωB97M-V functional and the def2-TZVPD basis).

```
73
Properties=species:S:1:pos:R:3:forces:R:3
Ir 1.8465 -0.9114 0.9492 -0.8034 0.8883 -3.0649
P -0.3607 1.0968 -3.0776 -2.8931 0.2625 -0.5472
P 2.0155 -0.6091 -1.8834 0.5787 -0.7579 -3.0323
O 4.0525 0.3290 0.3820 0.4778 1.3766 0.3852
C -3.0813 0.3600 -1.4258 -0.8445 0.0331 0.5296
C -0.6234 0.8936 -0.5583 1.1625 -2.1297 1.0193
C -1.7242 -3.1920 1.2212 -0.8648 -0.4773 -0.4513
C 2.8396 1.4013 2.2695 0.4304 2.2471 0.7805
C 1.3578 0.6386 -3.1918 -0.0693 -0.2900 0.3500
C -0.3416 2.8806 -3.6619 -0.4409 0.3608 0.4312
C -0.0888 -0.5369 3.1652 1.3305 -1.5184 -0.0704
C 1.0861 -1.4269 2.8844 -0.5959 0.9017 -0.2661
C 1.2937 -1.9875 -2.9644 -0.2744 -0.5507 0.6624
C -0.6012 3.2918 -0.3286 -0.4860 0.0158 0.7082
C -0.8115 -2.1171 1.6635 2.1747 -0.5273 0.6999
C 3.1477 0.4590 1.1850 -0.2134 -1.8139 0.1345
C -1.6227 2.7002 0.6777 3.3221 3.2723 0.9717
C 1.3257 -3.6082 1.4896 0.1773 0.0708 -0.1739
C -1.4987 0.2594 -1.5820 1.5397 0.9380 0.0224
C 0.2859 2.0816 -0.6184 0.5420 0.1443 0.2107
C -1.1954 -1.0839 2.5406 -0.0565 -0.0781 -0.1538
C -0.1389 0.5874 4.1374 0.0694 0.2693 0.0138
C -1.3920 0.4481 -4.3872 0.5476 -0.4314 -0.8522
C -2.8706 2.3025 0.3031 -3.2758 -0.9315 -1.1729
C -2.5779 -0.8069 3.0226 -0.4191 0.4392 0.0379
C 0.6417 -2.3181 1.8007 -3.7238 -1.0101 2.3476
C 2.0323 -1.8515 3.9948 0.4997 0.4256 0.3376
C -3.4266 0.9405 0.0119 0.5396 -0.3285 0.2306
C 3.6242 -0.6077 -2.9073 0.4623 0.2010 0.6111
H 0.9966 1.9387 0.2001 -0.2581 0.0819 0.2113
H -3.0308 0.2473 0.7713 -0.0322 -0.0141 -0.4200
H 1.9804 -2.8520 -2.9317 -0.4887 0.2400 0.1577
H -1.0222 3.7401 -1.2383 -0.3965 -0.5391 0.1976
H -0.0088 4.1159 0.0788 -0.0662 -0.1948 0.3992
H 1.0240 2.3058 -1.4178 -0.7564 -0.4924 -0.1938
H 1.3924 -4.2057 2.4141 0.1546 -0.0868 -0.4517
H 0.7648 -4.1464 0.7092 0.4843 0.0388 0.3039
H -1.2592 3.4336 -3.4026 0.2585 -0.3524 -0.1166
H -1.2727 2.8648 1.7085 -0.5362 -0.1598 -0.1731
H -2.7017 -1.1449 4.0588 0.1203 -0.0133 -0.1117
H -0.9841 0.8069 -5.3336 -0.3607 -0.2515 -0.2265
H -0.3270 1.5083 3.5687 0.0598 0.0882 0.2667
H -0.9493 0.5112 4.8785 0.1714 -0.1607 -0.2658
H -3.5306 -0.6728 -1.4175 0.7459 0.8150 -0.3162
H -1.3356 -0.8625 -1.4845 0.4606 1.1647 -0.8874
H 0.3065 -2.2790 -2.5721 0.3082 -0.1730 -0.1607
H 2.0076 1.5129 -3.1916 -0.3495 0.3038 0.2479
H 1.4458 0.2220 -4.2148 0.0978 -0.0711 0.6787
H 3.1937 1.0491 3.2681 -0.3814 0.0246 -0.8237
H -0.2668 2.8743 -4.7656 -0.1183 -0.3914 0.4883
H -3.3618 -1.2871 2.4490 -0.0343 -0.1716 -0.2114
H -3.6661 0.9041 -2.2046 0.8292 -0.0792 0.4212
H 1.7474 1.6692 2.3080 1.0619 -0.6280 0.0644
H 0.5088 3.4802 -3.3112 -0.2060 -0.4523 0.2616
H -1.3219 -3.8342 0.4225 -0.1068 0.2505 0.2963
H -2.7137 -2.8228 0.8883 0.4379 -0.1520 0.0983
H -1.3685 -0.6426 -4.3500 -0.1059 0.0158 -0.1425
H 1.1708 -1.7032 -4.0290 0.2382 -0.0900 0.7005
H 0.8012 0.7034 4.6793 -0.0487 0.0252 -0.0573
H -2.4298 0.7845 -4.2493 0.4279 0.0183 -0.0030
H -3.6118 3.0360 0.0213 -0.1308 0.7321 0.2490
H 3.3725 2.3358 2.0506 0.0705 0.1057 0.2943
H 3.4711 -0.1548 -3.9117 0.0329 -0.4840 0.7079
H 4.3557 0.0121 -2.3707 -0.0262 -0.2603 -0.1672
H -1.9141 -3.8332 2.1121 0.0232 0.1591 -0.5776
H 3.0253 -1.3827 3.8579 -0.2494 -0.6781 0.1558
H 2.3513 -3.3607 1.1285 -0.2886 -0.6795 0.1665
H 4.0362 -1.6265 -3.0367 -0.2417 0.5261 0.2661
H -4.5137 1.0149 0.2271 0.5122 -0.3537 -0.6764
H -2.8024 0.2584 3.0280 -0.0507 0.1875 0.0322
H 2.0965 -2.9536 4.0955 0.2311 0.5908 -0.3580
H -0.5482 0.3412 0.4056 -0.2288 0.4969 -0.6009
H 1.6981 -1.5195 4.9920 -0.1575 0.0627 -0.4236
```
Positions in Å, forces in eV/Å.

## Properties
2S+1 = 5
HOMO (spin up / spin down) = -9.03 / -9.02 eV
total charge = +1
⟨S²⟩ = 6.02
relative energy (zero: lowest compared OMol25 entry of this formula, charge and spin) = 130.8 kcal/mol
frontier orbital gap (spin up / spin down) = 6.13 / 5.30 eV
total energy = -1840.59980 hartree



Among the records above, which one has the lowest total energy?
C25H44ClF3IN3O10P3



The highest total charge belongs to which entry?
C25H44FHgN2O7PS



Look up the total charge of the second one.
+2